The following is a quantum chemistry calculation of 3 unconnected molecules or ions with the total composition C9H27N3O4PS in a non-equilibrium geometry, from the Open Molecules 2025 dataset.

Values from the calculation:
Total charge ... +1
Molar mass ... 304.373 g/mol
Energy relative to the best compared isomer or geometry (same formula, charge and spin) ... 0.0000 eV
Strongest force on any atom ... 3.46 eV Å⁻¹
E_tot ... -42549.39855 eV

XYZ file:
```
45
Properties=species:S:1:pos:R:3:forces:R:3
N -1.0997 -1.9206 -0.4816 -1.963 0.381 -2.818
C -2.1202 -2.6870 -0.8321 0.687 0.015 0.693
N -1.9418 -3.7689 -1.6179 -0.416 0.519 -0.149
N -3.3867 -2.3189 -0.3522 0.382 -1.355 -0.479
P -4.6296 -1.9515 -1.5434 -2.077 1.990 0.487
O -3.9533 -1.5159 -2.9091 0.990 -0.329 0.385
O -5.4785 -3.2570 -1.8613 0.885 -0.507 0.258
S -5.7416 -0.5806 -0.8804 0.013 0.082 0.188
H -0.4663 -1.7375 -1.2611 1.062 -0.798 0.610
H -1.4156 -0.9863 -0.1670 0.569 0.430 0.805
H -2.2860 -4.6573 -1.3047 -0.449 -0.231 -0.448
H -1.4558 -3.6752 -2.4888 0.835 -0.537 0.081
H -3.7785 -3.0202 0.2717 -0.124 0.178 0.422
H -3.1234 -1.9464 -3.1310 0.036 -0.172 -0.489
H -5.0292 -4.0697 -1.6157 -0.175 -0.509 -0.215
C 0.4513 1.5329 2.1310 -0.146 -0.284 0.198
C -0.3577 1.4240 0.8576 0.263 0.549 -0.107
O -1.1143 0.2153 0.7588 -0.136 0.505 0.262
C -2.0806 -0.0117 1.7782 -0.303 0.025 0.640
C -3.1638 1.0439 1.8753 0.016 0.074 -0.268
H 1.1353 0.6892 2.2197 0.090 0.037 -0.036
H 1.0323 2.4525 2.1217 0.033 0.004 -0.084
H -0.1792 1.5432 3.0216 -0.025 0.104 -0.034
H 0.3194 1.4238 0.0045 -0.005 -0.107 -0.048
H -1.0148 2.2894 0.7350 -0.088 -0.096 0.044
H -1.5906 -0.1591 2.7446 0.108 0.073 -0.068
H -2.5475 -0.9642 1.5189 0.023 0.065 0.073
H -2.7932 2.0303 2.1511 0.132 -0.056 0.086
H -3.8892 0.7426 2.6301 -0.037 -0.020 -0.021
H -3.6742 1.1378 0.9159 -0.098 -0.010 0.031
C 4.1717 -0.1030 -1.2563 0.014 0.012 0.096
C 3.4057 1.2078 -1.1904 0.152 -0.020 -0.111
O 3.2082 1.6941 0.1226 -0.336 -0.028 0.084
C 4.3819 1.9684 0.8720 0.224 0.024 0.056
C 5.2878 3.0110 0.2421 -0.095 -0.004 -0.132
H 3.6627 -0.8721 -0.6732 -0.012 -0.026 0.007
H 4.2511 -0.4406 -2.2897 -0.011 0.003 -0.022
H 5.1826 -0.0061 -0.8614 0.026 0.016 -0.064
H 2.4058 1.0609 -1.6029 -0.062 0.065 0.047
H 3.8896 1.9689 -1.8114 0.035 -0.031 -0.005
H 4.9332 1.0422 1.0666 0.021 0.003 -0.044
H 4.0334 2.3307 1.8386 -0.111 -0.020 -0.004
H 5.6704 2.6913 -0.7277 0.073 -0.037 0.034
H 6.1423 3.2041 0.8895 0.000 -0.001 0.029
H 4.7465 3.9453 0.0919 0.001 0.026 0.029
```
Forces are in eV/Å.


The following is a quantum chemistry calculation of 9 unconnected molecules or ions with the total composition C9H27N9O18, from the Open Molecules 2025 dataset.

Values from the calculation:
Structure (SMILES) ... C[N+](=O)[O-].C[N+](=O)[O-].C[N+](=O)[O-].C[N+](=O)[O-].C[N+](=O)[O-].C[N+](=O)[O-].C[N+](=O)[O-].C[N+](=O)[O-].C[N+](=O)[O-]
Molar mass ... 549.360 g/mol
Energy relative to the best compared isomer or geometry (same formula, charge and spin) ... 0.0964 eV
Strongest force on any atom ... 0.77 eV Å⁻¹
E_tot ... -60011.82430 eV

XYZ file:
```
63
Properties=species:S:1:pos:R:3:forces:R:3
C 5.1713 2.0276 -0.2533 -0.029 -0.341 0.058
N 6.0401 0.8721 -0.6284 -0.025 -0.094 -0.091
O 5.7214 0.2123 -1.6010 0.048 0.210 0.247
O 7.0014 0.6520 0.0793 -0.036 -0.039 -0.036
H 4.4141 1.6396 0.4234 -0.049 -0.072 -0.088
H 4.7005 2.3847 -1.1594 0.004 0.165 0.017
H 5.7880 2.7421 0.2741 0.069 0.163 -0.140
C 2.9861 -3.7032 -4.1098 0.027 0.337 -0.399
N 1.7506 -3.0462 -3.6089 -0.006 -0.126 0.327
O 1.8811 -2.1483 -2.8088 -0.005 0.066 -0.035
O 0.6883 -3.4891 -3.9994 -0.096 -0.023 -0.168
H 3.7453 -2.9346 -4.2029 0.066 -0.018 0.124
H 2.7447 -4.1336 -5.0740 0.034 -0.180 0.052
H 3.2767 -4.4510 -3.3821 -0.010 -0.082 0.057
C -2.5381 -3.0150 -3.6799 0.170 0.198 -0.017
N -1.9191 -3.2764 -2.3532 -0.096 -0.156 -0.130
O -2.2237 -4.3188 -1.8138 -0.105 -0.291 -0.035
O -1.1518 -2.4697 -1.8948 0.276 0.481 0.128
H -3.5965 -3.2041 -3.5498 -0.057 -0.070 -0.209
H -2.0662 -3.6900 -4.3880 -0.143 -0.203 0.093
H -2.3189 -1.9998 -3.9884 -0.036 0.092 0.206
C -1.2394 4.2503 2.0868 -0.231 0.371 0.131
N -0.3371 5.2971 1.5348 -0.001 -0.309 -0.021
O -0.4770 6.4258 1.9447 0.015 0.325 0.008
O 0.4749 4.9450 0.7049 0.120 0.026 -0.059
H -1.8120 4.7341 2.8696 0.007 -0.131 0.085
H -0.6236 3.4400 2.4517 0.027 -0.106 -0.045
H -1.8890 3.9223 1.2815 0.106 -0.141 -0.059
C 2.5447 2.7202 3.3973 -0.014 0.318 -0.433
N 2.4922 4.0047 4.1571 -0.146 0.037 0.172
O 1.4619 4.2617 4.7563 0.207 -0.111 -0.188
O 3.4706 4.7179 4.1197 0.016 -0.119 -0.011
H 1.5793 2.2459 3.4935 0.012 -0.180 0.088
H 3.3767 2.1222 3.7524 -0.035 0.030 0.247
H 2.7327 2.9864 2.3578 -0.085 0.022 0.029
C 0.3258 -0.4504 0.0403 0.168 -0.639 -0.342
N 0.9669 0.8435 0.3594 -0.031 0.117 0.146
O 0.3952 1.6453 1.0672 -0.216 -0.266 0.187
O 2.0595 1.0316 -0.1307 0.413 0.156 -0.049
H -0.6116 -0.2731 -0.4726 -0.075 0.143 0.030
H 0.1603 -1.0500 0.9318 -0.059 0.372 0.275
H 1.0327 -0.9742 -0.5955 -0.184 0.024 -0.146
C -0.7335 -4.5571 0.9124 -0.234 -0.366 0.284
N -1.0113 -3.6951 2.0950 0.200 0.070 -0.156
O -2.1603 -3.5712 2.4482 -0.294 -0.128 0.202
O -0.0691 -3.1276 2.6144 0.097 0.021 -0.083
H -0.4124 -3.9013 0.1125 0.079 -0.005 -0.060
H -1.6510 -5.0697 0.6584 -0.113 0.169 -0.119
H 0.0164 -5.2905 1.1938 0.236 0.237 0.026
C -3.8603 1.7661 -2.0223 -0.461 -0.376 -0.494
N -3.1535 2.2569 -0.8306 0.306 0.122 0.044
O -3.8359 2.6257 0.1018 0.012 0.088 0.260
O -1.9384 2.2729 -0.8593 -0.196 -0.016 0.016
H -3.9183 2.5605 -2.7629 0.209 0.108 0.118
H -4.8649 1.4815 -1.7309 0.030 -0.037 0.098
H -3.3046 0.9245 -2.4192 0.075 0.006 -0.022
C -3.4599 -0.6455 2.3254 -0.293 -0.157 0.215
N -3.7844 -1.1870 0.9799 0.219 -0.015 0.074
O -2.8902 -1.7142 0.3510 0.216 0.069 -0.170
O -4.9174 -1.0599 0.5805 -0.387 0.125 -0.129
H -3.2832 0.4200 2.2202 0.146 0.062 -0.134
H -2.6044 -1.1909 2.7017 0.083 0.089 0.022
H -4.3425 -0.7947 2.9411 0.058 -0.022 0.003
```
Forces are in eV/Å.


The following is a quantum chemistry calculation of a molecular structure, C9H28AgO13P3 in a non-equilibrium geometry, from the Open Molecules 2025 dataset.

Values from the calculation:
Total charge ... +1
Spin multiplicity ... 2
Molar mass ... 545.100 g/mol
Energy relative to the best compared isomer or geometry (same formula, charge and spin) ... 4.3852 eV
Strongest force on any atom ... 4.37 eV Å⁻¹
E_tot ... -68263.01323 eV

XYZ file:
```
54
Properties=species:S:1:pos:R:3:forces:R:3
Ag 1.8513 -3.0811 -2.4317 -0.433 0.417 0.121
O 2.4846 -0.4652 -0.6983 -0.042 -0.197 -0.114
H 2.3357 0.4994 -0.6539 -0.014 -0.090 -0.039
C -2.7556 -0.6104 -0.0306 0.874 0.149 -1.134
O -2.4799 -1.4651 1.0643 -0.838 -1.919 1.715
P -2.2598 -3.0775 0.9475 -2.050 0.050 1.280
O -1.2649 -3.3486 -0.0934 -0.117 -0.607 -0.135
O -1.8664 -3.6324 2.4704 -1.369 0.720 -2.206
C -0.5294 -3.7918 2.8368 2.824 0.571 -0.512
O -3.7873 -3.7586 0.7672 3.177 1.449 -0.969
C -4.8338 -3.4257 1.6659 -0.479 -0.840 1.000
H -3.3496 0.2762 0.1911 0.134 -0.227 0.875
H -3.2770 -1.0685 -0.8712 0.158 -0.499 0.106
H -1.7503 -0.3163 -0.3322 -0.267 0.432 -0.602
H 0.1713 -3.9356 2.0143 -0.494 0.122 -0.927
H -0.2042 -4.6648 3.4027 -1.410 -0.068 0.668
H -0.1102 -2.8878 3.2787 -0.445 0.036 0.580
H -5.3034 -4.3779 1.9127 0.491 -0.188 0.703
H -5.7286 -2.9354 1.2825 0.728 0.915 -0.779
H -4.3879 -2.9170 2.5206 -0.649 -0.062 0.191
C -0.1990 -0.6859 -7.9584 1.233 -1.756 0.437
O -0.0200 0.4210 -7.1428 0.210 2.770 3.367
P -0.5768 0.3260 -5.5874 0.651 -0.995 1.326
O -0.2672 -0.9411 -4.7884 -0.504 2.542 -2.152
O -0.1416 1.6764 -4.7025 1.461 -1.578 -1.976
C 1.2702 2.0308 -4.4784 0.689 0.998 0.584
O -2.1334 0.5808 -5.8710 2.313 -0.782 1.590
C -2.4210 1.7352 -6.5920 -3.287 0.919 -2.357
H -0.2198 -0.4236 -9.0162 -0.814 0.201 0.256
H -0.9892 -1.2677 -7.4838 -0.345 -0.435 -1.165
H 0.7415 -1.2217 -7.8298 -0.129 -0.732 -0.301
H 1.4923 2.2066 -3.4258 -1.025 0.060 0.298
H 1.5741 2.9588 -4.9629 -0.937 0.213 -0.276
H 2.1591 1.4410 -4.7021 -0.924 -1.496 -0.864
H -1.7024 2.3363 -7.1492 0.795 -0.168 1.122
H -3.2172 2.2943 -6.1004 0.802 0.526 0.730
H -3.0397 1.4036 -7.4259 0.040 -0.445 -0.436
C 3.2677 4.3076 6.4111 -1.480 1.235 2.489
O 3.6308 3.0375 5.9892 0.423 -2.084 -1.830
P 2.5840 1.8042 5.8865 0.809 0.862 0.584
O 1.7836 1.6998 7.1325 0.819 -0.763 -1.792
O 1.8059 2.2476 4.5463 0.910 0.231 0.800
C 0.7853 1.4787 3.9780 -0.438 -1.117 0.098
O 3.5159 0.5051 5.4216 -1.647 1.368 0.744
C 3.9357 0.3476 4.0628 1.597 0.635 0.112
H 3.1003 4.2190 7.4845 0.145 0.202 0.310
H 2.2993 4.6966 6.0966 -0.046 -0.392 -0.857
H 3.9832 5.1235 6.3083 0.545 -0.720 -0.672
H 0.1176 1.0621 4.7321 -0.412 0.570 0.128
H 1.1948 0.5686 3.5397 0.208 0.103 -0.569
H 0.2786 2.0963 3.2364 -0.067 -0.199 0.168
H 3.4015 -0.3984 3.4745 -0.694 0.445 0.203
H 4.9628 -0.0169 4.0473 0.083 -0.290 0.599
H 4.0889 1.3345 3.6262 -0.764 -0.091 -0.521
```
Forces are in eV/Å.